# 1
Formula: C10H20F6KNO8S2
Source: the OMol25 dataset
Level of theory: the ωB97M-V functional and the def2-TZVPD basis

Structure (XYZ):
```
48
Properties=species:S:1:pos:R:3:forces:R:3:lowdin_charge:R:1
K 0.00746 -0.12628 -0.24878 0.2 -0.1 0.0 0.804
C -2.73464 -3.29407 0.95464 -0.5 -0.5 -2.9 -0.649
F -2.14175 -3.81880 1.99216 -0.6 0.0 1.1 0.160
F -3.73759 -4.05828 0.47439 0.4 0.4 1.3 0.121
F -3.22023 -2.06161 1.17710 0.7 -0.8 0.3 0.137
S -1.42807 -3.42689 -0.42886 3.5 1.7 0.2 0.685
O -0.11254 -3.36681 0.27885 -2.5 1.4 -0.8 -0.357
O -1.54851 -4.64464 -1.16278 -1.1 0.3 0.0 -0.259
N -1.67882 -1.94689 -1.31891 0.6 -2.2 2.3 -0.416
S -2.56185 -2.32837 -2.55606 -2.6 -1.7 -2.2 0.588
O -1.76244 -2.85572 -3.64702 -0.8 0.9 0.5 -0.304
O -3.80215 -3.09060 -2.21602 2.4 2.2 -0.7 -0.324
C -3.15495 -0.54502 -3.13753 0.5 0.0 0.8 -0.571
F -3.95986 -0.02349 -2.17677 0.5 -0.3 -0.9 0.098
F -2.10258 0.34056 -3.29318 -0.9 -1.0 0.2 0.063
F -3.80859 -0.60414 -4.29791 0.4 -0.1 0.8 0.140
C -0.88425 3.32338 0.13461 -0.1 -0.3 -0.5 -0.086
O -0.93665 2.26353 1.06372 -0.5 -1.2 0.4 -0.238
C -0.17460 2.44481 2.22884 1.4 -0.3 1.3 -0.176
C -0.09779 1.20191 3.25080 -2.3 1.7 -1.0 -0.199
O 0.28637 0.04634 2.60395 0.3 -2.3 -0.7 -0.259
C -0.18488 -1.17873 3.28022 0.1 1.3 1.2 -0.032
H -1.17727 4.28480 0.55642 0.1 0.0 0.2 0.099
H -1.57259 3.07394 -0.67289 -0.2 0.0 0.2 0.099
H 0.08907 3.36220 -0.35450 0.4 0.3 0.2 0.085
H -0.52387 3.31293 2.78784 -0.3 0.0 0.3 0.124
H 0.84039 2.71842 1.94069 0.4 -0.1 -0.1 0.106
H -1.11229 1.10597 3.63768 -0.5 -0.2 -0.2 0.119
H 0.42455 1.40612 4.18544 0.9 0.4 -0.3 0.128
H 0.28366 -2.13616 3.05241 0.4 0.6 -1.0 0.094
H -1.26714 -1.29311 3.21920 -0.1 0.2 -0.4 0.087
H 0.04473 -1.01397 4.33295 -0.1 -0.1 0.3 0.087
C 3.17610 -0.75627 1.18401 -0.4 0.1 1.4 -0.116
O 3.20228 -0.06685 -0.03723 0.5 1.2 -0.5 -0.193
C 3.22250 1.40982 -0.04799 -1.4 -1.6 -1.8 -0.122
C 3.02813 1.76325 -1.54535 -0.6 0.0 0.5 -0.177
O 1.80018 1.20004 -2.03032 0.7 -1.5 1.1 -0.275
C 1.72548 1.08762 -3.43380 -0.6 1.1 -0.2 -0.082
H 2.48733 -1.59970 1.23217 -0.4 -0.1 -1.0 0.080
H 2.77204 -0.12791 1.97774 0.4 0.3 0.2 0.079
H 4.10542 -1.23822 1.48764 0.5 0.6 -0.2 0.090
H 4.10099 1.94369 0.31441 0.2 -0.5 0.3 0.131
H 2.30283 1.73945 0.43538 0.1 0.2 0.6 0.093
H 3.90856 1.46215 -2.11304 -0.1 -0.3 -0.2 0.131
H 2.88429 2.83689 -1.66664 0.5 0.4 0.2 0.125
H 1.72770 2.14159 -3.71172 0.0 -0.1 -1.2 0.094
H 0.78297 0.62131 -3.72072 -0.2 0.2 0.3 0.090
H 2.48301 0.51158 -3.96524 0.5 0.1 0.5 0.099
```
Forces are in eV/Å.

Charge = 0
Energy = -82861.156 eV
E_LUMO = -0.21 eV
Energy relative to the best compared isomer or geometry (same formula, charge and spin) = 195.4 kJ/mol
Strongest force on any atom = 3.9 eV Å⁻¹


# 2
Formula: C10H20MgN2O2P2
Source: the OMol25 dataset
Level of theory: the ωB97M-V functional and the def2-TZVPD basis

Structure (XYZ):
```
37
Properties=species:S:1:pos:R:3:forces:R:3:lowdin_charge:R:1
Mg 0.25929 -0.03051 -0.33498 -1.3 0.0 0.1 0.343
P 0.38896 2.50167 0.17913 -0.1 1.0 -0.6 0.843
P 1.72817 -2.06099 0.66165 1.2 -0.6 -0.5 0.835
N -1.70625 0.80303 -0.82243 0.1 -0.2 -1.5 -0.170
N -0.94997 -1.80210 -0.71110 -0.2 1.6 0.3 -0.075
H -3.26582 0.08669 -2.11064 0.3 0.0 0.9 0.124
H -3.02995 -2.20710 -0.62316 0.2 -0.3 0.1 0.123
H -3.52762 -0.05894 -0.31666 0.1 0.0 -0.6 0.128
C -2.76228 -0.13100 -1.12561 -0.3 -0.2 0.0 -0.268
H -2.38691 -1.95162 -2.23310 0.1 0.1 0.2 0.130
C -2.30470 -1.61283 -1.18601 0.0 0.3 -0.1 -0.207
H -2.97377 2.58598 -1.46527 1.4 -1.1 0.9 0.138
H -1.12558 -3.85986 -0.92871 0.2 0.3 0.0 0.132
C -1.93405 2.05556 -1.53427 -0.4 1.2 -0.2 -0.347
C -0.48582 -3.02165 -0.60442 0.5 -1.8 0.1 -0.282
H -1.33574 3.91679 -0.58786 0.4 -0.1 -0.9 0.068
C -0.82936 3.08939 -1.12522 -0.6 0.3 0.2 -0.407
H -0.28307 3.43826 -2.02517 -0.3 0.1 0.7 0.063
H 2.95706 -2.30963 -0.03638 -0.2 0.2 0.5 -0.045
H 2.02178 -2.75368 1.85963 0.2 0.4 0.0 -0.043
H 1.54286 3.18974 -0.27003 -0.2 0.1 0.2 -0.059
H 0.01861 3.38564 1.24084 0.3 -0.5 -0.3 -0.041
O 1.76190 0.30022 -1.68812 1.0 -0.2 -3.3 -0.124
C 1.94509 0.17786 -2.95718 -2.7 1.1 2.7 -0.319
C 1.77457 1.42720 -3.80792 -0.1 0.5 0.0 0.022
C 1.74650 -1.16082 -3.55606 0.2 -0.8 0.2 0.013
H -1.97854 1.98173 -2.66206 0.7 -0.6 0.7 0.111
H 1.17868 2.14633 -3.21853 0.2 -0.4 -0.2 0.077
H 2.65688 1.99261 -4.11956 0.3 -0.4 0.3 0.102
H 1.23844 1.22561 -4.75107 0.2 -0.3 0.5 0.101
H 1.29847 -1.82337 -2.80978 -0.2 0.2 -0.1 0.080
H 1.14198 -1.10636 -4.46080 0.0 0.1 0.1 0.104
H 2.64728 -1.69112 -3.82692 0.7 0.2 -0.2 0.105
C 0.77014 -3.34567 -0.09391 -1.4 -0.1 -0.7 -0.358
H 1.08942 -4.37973 -0.13524 0.0 0.1 0.1 0.067
O 0.05886 0.24327 3.29880 0.6 -0.2 -3.0 0.112
C 0.22200 0.14870 2.16660 -1.0 0.2 3.4 -0.074
```
Forces are in eV/Å.

Spin multiplicity = 2
Charge = +1
Energy = -41783.853 eV
E_LUMO (alpha / beta) = -3.59 / -5.27 eV
Strongest force on any atom = 4.0 eV Å⁻¹


Which of these has the lowest energy?
C10H20F6KNO8S2